#A
A gas-phase ion, C6H16N (charge +1). Source: the OMol25 dataset; level of theory: ωB97M-V/def2-TZVPD.

Values from the calculation:
* frontier orbital gap: 10.7 eV
* LUMO energy: -0.1319 hartree
* highest occupied orbital energy: -14.32 eV
* SMILES: CC(C)C[C@@H](C)[NH3+]
* charge: +1

Each line ends with the Mulliken charge.
Atoms and positions in Å:
C -1.941 -1.265 1.244  -1.33
C -0.830 -0.342 0.830  0.18
C -0.795 -0.132 -0.686  -1.62
C 0.358 0.699 -1.260  0.11
C 0.567 2.096 -0.301  -1.01
C 1.845 0.007 -1.339  -1.34
N 0.484 -0.932 1.190  -0.29
H -1.933 -0.969 2.344  0.38
H -1.808 -2.374 1.305  0.34
H -2.855 -1.042 0.677  0.35
H -0.892 0.632 1.360  0.43
H -0.666 -1.050 -1.035  0.62
H -1.650 0.222 -1.127  0.59
H 0.067 1.070 -2.240  0.51
H 0.904 1.770 0.773  0.21
H 0.946 2.998 -0.991  0.36
H -0.556 2.282 -0.152  0.32
H 1.938 -0.988 -0.960  0.43
H 2.591 0.799 -1.213  0.32
H 1.913 -0.329 -2.428  0.37
H 0.540 -1.675 0.568  0.35
H 0.591 -1.293 2.264  0.42
H 1.182 -0.184 1.178  0.31



#B
A molecular structure, C6H16N. Source: the OMol25 dataset; level of theory: ωB97M-V/def2-TZVPD.

Values from the calculation:
* frontier orbital gap: 6.8 eV
* LUMO energy: -0.2706 hartree
* highest occupied orbital energy: -14.18 eV
* charge: +1

Each line ends with the Mulliken charge.
Atoms and positions in Å:
C 1.516 -0.682 1.196  -1.26
C 1.007 0.064 -0.051  0.15
C -0.325 -0.391 -0.519  -0.27
C -1.208 0.597 -1.170  0.50
C -1.990 0.107 -2.421  -1.55
C -2.306 1.152 -0.232  -1.33
N 2.116 0.116 -0.978  -0.41
H 1.867 -1.707 0.928  0.32
H 0.711 -0.804 1.917  0.41
H 2.413 -0.109 1.655  0.32
H 0.889 1.111 0.277  0.35
H 2.719 -1.801 6.766  0.03
H -0.348 -1.407 -0.798  0.52
H -0.535 1.432 -1.491  0.31
H -1.296 -0.296 -3.150  0.41
H -2.654 -0.673 -2.184  0.44
H -2.547 0.946 -2.926  0.38
H -1.837 1.507 0.632  0.39
H -2.964 0.317 0.032  0.39
H -2.896 1.946 -0.672  0.42
H 1.970 -0.454 -1.811  0.24
H 3.212 -1.969 6.183  -0.03
H 2.486 0.998 -1.183  0.26



Energy relative to the most stable one, in kcal/mol: #A 0.0; #B 38.7